Computed, not measured: a structure of composition C29H30AsCuF5O2PTe, with ωB97M-V/def2-TZVPD.

Output
Electronic energy in Eh: -6258.5160
ΔE to the lowest compared entry with this formula, charge and spin in eV: 0.917
Highest occupied orbital energy in eV: -1.56
LUMO in eV: 3.78
Strongest force on any atom in eV/A: 0.76

The geometry in ORCA input format:
```
! RIJCOSX wB97M-V def2-TZVPD def2/J DEFGRID3
* xyz -2 1
Cu 2.281 3.369 -1.618
C -0.728 -0.856 -0.765
C -1.935 -0.079 -1.264
As -3.676 -1.003 -1.298
C -3.577 -1.702 0.530
C -4.078 -0.868 1.526
C -3.958 -1.207 2.867
C -3.349 -2.400 3.227
C -2.854 -3.243 2.242
C -2.963 -2.894 0.903
C -3.227 -2.612 -2.315
C -2.326 -2.557 -3.376
C -2.095 -3.672 -4.170
C -2.761 -4.862 -3.916
C -3.668 -4.927 -2.867
C -3.903 -3.808 -2.081
P 0.741 0.365 -0.618
C 0.032 1.285 0.820
C -0.496 0.649 1.947
C -1.109 1.377 2.955
C -1.214 2.760 2.849
C -0.694 3.404 1.736
C -0.071 2.671 0.735
C 1.848 -0.863 0.198
C 2.193 -2.025 -0.494
C 3.082 -2.947 0.039
C 3.656 -2.721 1.283
C 3.333 -1.564 1.979
C 2.441 -0.646 1.442
H -0.437 -1.621 -1.488
H -0.955 -1.367 0.170
H -1.760 0.346 -2.256
H -2.131 0.778 -0.611
H -4.545 0.072 1.255
H -4.328 -0.531 3.627
H -3.245 -2.664 4.272
H -2.359 -4.167 2.516
H -2.543 -3.546 0.147
H -1.793 -1.637 -3.585
H -1.385 -3.608 -4.986
H -2.574 -5.733 -4.531
H -4.196 -5.851 -2.662
H -4.617 -3.870 -1.266
H -0.425 -0.429 2.047
H -1.511 0.861 3.821
H -1.695 3.331 3.635
H -0.752 4.480 1.624
H 0.352 3.212 -0.101
H 1.773 -2.202 -1.478
H 3.335 -3.838 -0.523
H 4.356 -3.435 1.701
H 3.785 -1.367 2.945
H 2.211 0.263 1.983
F -0.206 5.721 -0.679
Te 1.608 6.130 -1.438
F 0.831 7.943 -2.040
F 2.253 2.418 -3.184
F 3.441 6.871 -1.781
F 1.764 7.166 0.157
O 2.345 4.710 -0.369
C 4.501 3.205 1.097
O 3.273 2.482 0.951
C 2.953 1.895 -0.190
C 4.133 1.441 -1.027
H 4.505 4.020 0.371
H 5.367 2.549 0.977
H 4.484 3.623 2.101
H 4.802 2.244 -1.351
H 3.749 0.949 -1.920
H 4.715 0.731 -0.423
*
```

So, what does the Löwdin scheme give us? The charges, in e, come out as:
1. Cu 0.2862
2. C -0.4222
3. C -0.4554
4. As 1.2733
5. C -0.4171
6. C -0.1338
7. C -0.1040
8. C -0.1053
9. C -0.0931
10. C -0.1256
11. C -0.4236
12. C -0.1157
13. C -0.0928
14. C -0.1117
15. C -0.1052
16. C -0.1465
17. P 1.0920
18. C -0.3707
19. C -0.1211
20. C -0.1146
21. C -0.1054
22. C -0.0583
23. C -0.0799
24. C -0.3690
25. C -0.1090
26. C -0.1130
27. C -0.1249
28. C -0.0966
29. C -0.1000
30. H 0.0481
31. H 0.0461
32. H 0.0615
33. H 0.0531
34. H 0.0924
35. H 0.0983
36. H 0.0937
37. H 0.0969
38. H 0.0954
39. H 0.0986
40. H 0.0994
41. H 0.0916
42. H 0.0935
43. H 0.0959
44. H 0.0973
45. H 0.0844
46. H 0.0875
47. H 0.1036
48. H 0.0629
49. H 0.0948
50. H 0.0888
51. H 0.0850
52. H 0.0937
53. H 0.0996
54. F -0.5801
55. Te 1.7627
56. F -0.6518
57. F -0.5532
58. F -0.6040
59. F -0.4855
60. O -0.7629
61. C -0.0763
62. O -0.1693
63. C -0.3111
64. C -0.1312
65. H 0.0837
66. H 0.0760
67. H 0.0874
68. H 0.0777
69. H 0.0574
70. H 0.0813

***

Computed, not measured: a structure of composition C29H30BrCuN2O3S, with ωB97M-V/def2-TZVPD.

Output
Electronic energy in Eh: -6070.7747
ΔE to the lowest compared entry with this formula, charge and spin in eV: 0.000
⟨S²⟩: 0.75
Highest occupied orbital energy (spin up / spin down) in eV: -11.27 / -11.58
LUMO (spin up / spin down) in eV: -2.18 / -3.20
Strongest force on any atom in eV/A: 0.77

The geometry in ORCA input format:
```
! RIJCOSX wB97M-V def2-TZVPD def2/J DEFGRID3
* xyz 1 2
Cu -0.213 -1.317 -0.501
Br 1.618 -1.959 -3.578
C -0.244 -2.340 -3.525
C -0.860 -2.974 -4.587
C -2.227 -3.195 -4.495
C -2.907 -2.800 -3.354
C -2.191 -2.211 -2.327
N -0.877 -1.966 -2.427
C -2.862 -1.865 -0.998
O -4.071 -1.945 -0.928
O -2.058 -1.524 -0.045
H -0.292 -3.282 -5.453
H -2.746 -3.683 -5.309
H -3.969 -2.948 -3.230
C -1.759 -2.424 2.887
N -0.676 -1.713 3.617
C -1.217 -0.610 4.445
C 0.411 -1.210 2.701
C 1.092 -2.341 1.978
C 1.952 -3.172 2.699
C 2.561 -4.251 2.081
C 2.307 -4.499 0.741
C 1.456 -3.667 0.022
C 0.848 -2.567 0.622
H -2.532 -2.722 3.592
H -1.349 -3.303 2.398
H -2.179 -1.782 2.116
H -0.235 -2.395 4.234
H -1.654 0.141 3.790
H -0.414 -0.156 5.022
H -1.979 -0.991 5.121
H 1.116 -0.659 3.320
H -0.041 -0.519 1.989
H 2.154 -2.967 3.747
H 3.231 -4.892 2.639
H 2.778 -5.340 0.247
H 1.281 -3.886 -1.026
O 0.715 0.446 -0.582
S 1.908 0.915 -1.388
C 2.424 2.529 -0.622
C 1.800 2.774 0.714
C 2.403 2.295 1.873
C 1.864 2.590 3.116
C 0.703 3.345 3.210
C 0.090 3.814 2.057
C 0.638 3.532 0.814
C 1.199 1.607 -2.935
C 0.157 2.658 -2.726
C -1.093 2.309 -2.217
C -2.069 3.276 -2.034
C -1.808 4.600 -2.362
C -0.567 4.955 -2.869
C 0.413 3.989 -3.048
H 2.145 3.309 -1.327
H 3.509 2.475 -0.550
H 3.322 1.722 1.804
H 2.373 2.258 4.013
H 0.292 3.593 4.181
H -0.799 4.427 2.126
H 0.168 3.921 -0.082
H 0.796 0.741 -3.460
H 2.068 1.977 -3.485
H -1.298 1.277 -1.962
H -3.040 2.991 -1.650
H -2.578 5.350 -2.238
H -0.363 5.983 -3.139
H 1.376 4.273 -3.458
*
```

So, what does the Löwdin scheme give us? The charges, in e, come out as:
1. Cu 0.5230
2. Br 0.8320
3. C -0.6882
4. C -0.0802
5. C -0.0173
6. C 0.0267
7. C -0.1524
8. N 0.0381
9. C -0.5688
10. O 0.0864
11. O -0.1122
12. H 0.1097
13. H 0.1219
14. H 0.1293
15. C 0.0223
16. N -0.1727
17. C 0.0093
18. C -0.0895
19. C -0.2598
20. C -0.0533
21. C -0.0765
22. C -0.0710
23. C -0.0989
24. C -0.1065
25. H 0.1101
26. H 0.1120
27. H 0.0895
28. H 0.1761
29. H 0.1154
30. H 0.1053
31. H 0.1072
32. H 0.1305
33. H 0.1229
34. H 0.1136
35. H 0.1082
36. H 0.1093
37. H 0.0803
38. O -0.5650
39. S 0.9935
40. C -0.2331
41. C -0.2777
42. C -0.0449
43. C -0.0895
44. C -0.0862
45. C -0.0616
46. C -0.0183
47. C -0.2837
48. C -0.2934
49. C -0.0388
50. C -0.0622
51. C -0.0747
52. C -0.0695
53. C -0.0577
54. H 0.0769
55. H 0.0984
56. H 0.1199
57. H 0.1053
58. H 0.1048
59. H 0.1098
60. H 0.1059
61. H 0.0487
62. H 0.1074
63. H 0.1036
64. H 0.1120
65. H 0.1089
66. H 0.1103
67. H 0.1191

***

Computed, not measured: a structure of composition C29H30BrN2O4ReS3, with ωB97M-V/def2-TZVPD.

Output
Electronic energy in Eh: -5380.2613
ΔE to the lowest compared entry with this formula, charge and spin in eV: 0.638
⟨S²⟩: 0.76
Highest occupied orbital energy (spin up / spin down) in eV: -10.77 / -10.78
LUMO (spin up / spin down) in eV: -4.03 / -3.97
Strongest force on any atom in eV/A: 0.79

The geometry in ORCA input format:
```
! RIJCOSX wB97M-V def2-TZVPD def2/J DEFGRID3
* xyz 1 2
Re 0.180 0.715 0.682
O 1.524 0.024 -0.647
C 1.440 0.074 -1.957
C 2.618 -0.092 -2.703
C 2.582 -0.105 -4.076
C 1.372 0.025 -4.781
C 0.212 0.170 -4.076
C 0.214 0.214 -2.660
C -1.040 0.312 -2.013
N -1.261 0.444 -0.734
C -2.663 0.479 -0.266
C -2.683 0.245 1.240
N -1.567 1.009 1.796
C -1.766 1.879 2.712
C -0.746 2.811 3.135
C -0.898 3.518 4.332
C 0.047 4.440 4.731
C 1.150 4.690 3.917
C 1.307 4.024 2.715
C 0.365 3.083 2.329
O 0.568 2.471 1.115
H 3.548 -0.203 -2.161
H 3.506 -0.227 -4.625
H 1.365 0.000 -5.860
H -0.736 0.258 -4.594
H -1.917 0.259 -2.658
H -3.072 1.468 -0.486
H -3.259 -0.272 -0.786
H -3.634 0.567 1.667
H -2.533 -0.809 1.469
H -2.751 1.959 3.169
H -1.767 3.324 4.949
H -0.070 4.969 5.666
H 1.890 5.417 4.220
H 2.150 4.217 2.066
C -2.198 -5.067 -0.792
C -1.082 -5.161 -1.844
S -0.412 -3.590 -2.457
C 1.057 -3.360 -1.429
C 0.838 -3.333 0.076
S -0.543 -2.272 0.588
C -1.011 -3.126 2.121
C -2.110 -4.161 1.926
S -1.707 -5.590 0.886
H -3.018 -5.722 -1.086
H -2.585 -4.051 -0.734
H -1.478 -5.651 -2.734
H -0.256 -5.781 -1.495
H 1.501 -2.427 -1.774
H 1.774 -4.153 -1.651
H 1.747 -3.004 0.582
H 0.580 -4.330 0.434
H -1.334 -2.355 2.822
H -0.114 -3.573 2.550
H -3.025 -3.698 1.551
H -2.350 -4.591 2.901
Br 5.840 -3.141 2.292
C 4.290 -2.774 3.311
C 4.115 -3.392 4.540
C 2.971 -3.125 5.279
C 2.010 -2.255 4.792
C 2.198 -1.643 3.557
C 3.346 -1.897 2.811
C 1.130 -0.745 3.032
O 0.082 -0.553 3.605
O 1.444 -0.212 1.844
H 4.867 -4.074 4.914
H 2.834 -3.603 6.240
H 1.112 -2.040 5.353
H 3.490 -1.414 1.855
*
```

So, what does the Löwdin scheme give us? The charges, in e, come out as:
1. Re 1.6761
2. O -0.2158
3. C -0.3343
4. C -0.0007
5. C -0.0325
6. C -0.0619
7. C -0.0233
8. C -0.1462
9. C -0.0477
10. N -0.1700
11. C -0.1612
12. C -0.1746
13. N -0.1148
14. C -0.0425
15. C -0.1402
16. C -0.0118
17. C -0.0546
18. C -0.0394
19. C 0.0121
20. C -0.2622
21. O -0.2082
22. H 0.1288
23. H 0.1184
24. H 0.1120
25. H 0.1216
26. H 0.1497
27. H 0.1334
28. H 0.1311
29. H 0.1320
30. H 0.0802
31. H 0.1493
32. H 0.1234
33. H 0.1138
34. H 0.1174
35. H 0.1299
36. C -0.5226
37. C -0.5302
38. S 0.8440
39. C -0.5228
40. C -0.4611
41. S 0.8902
42. C -0.4907
43. C -0.5339
44. S 0.8809
45. H 0.0667
46. H 0.0488
47. H 0.0673
48. H 0.0739
49. H 0.0431
50. H 0.0900
51. H 0.0811
52. H 0.0429
53. H 0.0655
54. H 0.0888
55. H 0.0763
56. H 0.0769
57. Br 0.7602
58. C -0.6743
59. C -0.1074
60. C -0.0533
61. C -0.0106
62. C -0.1381
63. C -0.0731
64. C -0.5423
65. O 0.0709
66. O -0.2467
67. H 0.1069
68. H 0.1128
69. H 0.1219
70. H 0.1103